# C20H18AsFN3O7S5W

A molecular structure, C20H18AsFN3O7S5W at a distorted geometry (ωB97M-V with the def2-TZVPD basis set, the OMol25 dataset).

## Properties
HOMO level	-4.167	eV
net charge	-1
gap between HOMO and LUMO	4.995	eV

The geometry in XYZ format:
```
56
Properties=species:S:1:pos:R:3:forces:R:3:nbo_charge:R:1
W -0.33365 0.40978 -0.21395 -6.15 3.94 1.23 1.27
S -4.65647 2.12459 -0.34463 0.67 -1.08 -0.16 -0.59
As -2.67921 1.22508 -0.33398 -1.16 2.51 0.29 1.01
S -1.76495 1.50710 1.67440 -0.23 -0.29 -0.19 -0.57
S -1.37404 -0.82921 -2.16230 0.34 0.38 0.43 -0.25
S -1.31517 2.39539 -1.59382 -0.43 -0.63 -0.02 -0.48
O 3.13015 1.50153 -1.34597 -0.73 -0.87 0.90 -0.59
C 2.18340 0.91717 -0.82548 0.38 1.68 -2.40 0.75
O 0.98726 0.85981 -1.39182 5.45 0.78 -2.47 -0.66
C 2.29469 0.23968 0.47480 -1.41 -0.91 2.87 0.16
C 3.52525 -0.30905 0.83104 0.26 -0.13 0.22 -0.23
C 3.62486 -1.12975 1.92475 -0.92 0.08 -0.08 -0.09
C 2.45265 -1.41671 2.68007 0.33 0.61 -0.74 -0.12
C 2.46865 -2.30545 3.75855 -0.43 -0.51 0.80 -0.18
C 1.32715 -2.55204 4.49796 1.26 -0.19 -0.23 -0.21
C 0.14325 -1.91261 4.16526 -0.42 0.82 -0.78 -0.20
C 0.08900 -1.03736 3.09354 -0.67 -0.43 0.71 -0.19
C 1.22879 -0.78272 2.31691 0.07 0.49 -0.13 0.27
N 1.14105 0.07266 1.23909 4.19 -1.02 -0.85 -0.47
H 4.36212 -0.10914 0.17675 0.02 0.05 0.04 0.25
H 4.55894 -1.59961 2.19528 0.10 -0.03 0.02 0.22
H 3.39562 -2.81196 3.99541 0.05 0.04 0.07 0.21
H 1.36250 -3.22882 5.33991 0.03 -0.08 0.01 0.21
H -0.74742 -2.09558 4.74848 -0.10 0.04 -0.02 0.22
H -0.85120 -0.55265 2.85945 0.14 0.05 -0.19 0.28
F -1.08844 -5.07071 -4.96063 -0.20 0.14 -0.02 -0.32
C -1.75914 -4.39245 -4.00460 0.38 -0.09 0.26 0.20
C -1.21097 -4.26289 -2.78194 -0.23 -0.10 -0.83 0.02
N -1.86763 -3.64738 -1.76639 -0.34 0.23 0.08 -0.42
C -1.18767 -3.25006 -0.56377 0.09 0.51 0.72 -0.27
C -0.77543 -1.74306 -0.58784 -1.83 -3.19 -2.06 0.40
O 0.52367 -1.49388 -0.60874 1.25 0.31 0.67 -0.77
O -1.32377 -1.04208 0.45006 -0.59 -2.59 1.77 -0.73
C -3.10074 -3.01574 -1.97345 0.10 -0.57 0.39 0.81
O -3.69637 -2.47161 -1.08058 -0.39 -0.07 0.16 -0.60
N -3.60661 -3.15447 -3.24436 -0.35 0.20 -0.31 -0.63
C -3.04450 -3.79321 -4.34433 0.24 -0.06 0.43 0.60
O -3.60401 -3.82637 -5.41427 -0.06 -0.05 -0.35 -0.59
H -0.22721 -4.65560 -2.56904 0.00 -0.01 0.02 0.23
H -0.27853 -3.83826 -0.42348 -0.10 -0.03 -0.14 0.21
H -1.85735 -3.37842 0.29375 0.14 -0.05 -0.20 0.24
H -4.45819 -2.62377 -3.40997 0.22 -0.22 0.01 0.43
O 0.56120 2.39825 0.47894 1.52 1.01 0.31 -0.98
S 0.77522 3.68891 1.24197 -0.60 -0.39 -0.70 1.27
C 1.95119 4.59332 0.16398 -0.35 -0.29 0.06 -0.58
C 1.10192 4.98651 -1.02715 0.02 0.04 -0.19 -0.42
C -0.14412 5.64693 -0.44661 0.14 -0.07 -0.13 -0.42
C -0.61294 4.78521 0.72294 -0.04 0.02 0.17 -0.60
H 2.77478 3.92640 -0.08557 -0.01 -0.10 0.14 0.26
H 2.31236 5.45769 0.72076 0.03 0.07 0.14 0.21
H 0.82495 4.08301 -1.57628 0.03 0.07 0.02 0.25
H 1.64250 5.64883 -1.70337 0.04 0.03 -0.03 0.21
H -0.93007 5.71128 -1.19759 -0.04 0.07 0.02 0.24
H 0.10574 6.65148 -0.09665 -0.05 0.05 -0.05 0.19
H -1.44737 4.13831 0.43948 0.32 -0.17 0.18 0.31
H -0.90571 5.36368 1.59505 0.01 0.05 0.14 0.22
```
Positions in Å, forces in eV/Å.

# C17H44BI2N2O7P2Si4

A molecular structure, C17H44BI2N2O7P2Si4 at a distorted geometry (ωB97M-V with the def2-TZVPD basis set, the OMol25 dataset).

## Properties
HOMO level	-4.077	eV
net charge	-1
gap between HOMO and LUMO	5.665	eV

The geometry in XYZ format:
```
79
Properties=species:S:1:pos:R:3:forces:R:3:mulliken_charge:R:1
C -4.00329 -3.88545 -1.34995 0.03 0.06 0.07 -0.80
C -5.22970 -3.54659 -2.20891 -0.19 -0.30 0.00 -0.31
C -6.10945 -2.39329 -1.70001 0.08 0.13 0.02 -0.93
C -5.89416 -1.01437 -2.37027 -0.07 -0.03 0.10 -0.30
O -4.78942 -0.98957 -3.27939 -0.12 0.13 0.16 -0.61
Si -3.38325 -0.25160 -2.86020 -0.39 -0.28 -0.24 0.24
O -3.07790 -0.71506 -1.32796 0.38 0.41 -0.08 0.80
Si -2.00774 -0.23230 -0.15853 0.08 0.04 0.83 -0.18
C -2.59559 -1.03320 1.44601 -0.04 -0.07 0.16 -1.01
C -2.43514 -0.12116 2.67228 0.01 -0.17 0.08 -0.21
C -2.70327 -0.87343 3.98529 -0.04 -0.26 -0.05 -0.73
C -3.40730 -0.09780 5.06845 0.76 0.46 -0.34 0.41
O -4.16353 -0.56339 5.85816 -0.86 -0.42 0.48 -0.56
O -3.07419 1.22362 5.08812 -0.11 0.23 -0.74 -0.43
P 0.01391 -1.21615 -0.59749 -0.21 -0.36 -0.38 0.60
O -0.02392 -2.08369 -1.81916 0.05 0.09 0.01 -0.72
B -1.90023 1.78985 0.13098 0.02 -0.14 -0.05 0.58
N -3.15234 2.54841 0.16379 0.32 0.27 -0.04 -0.61
O -0.71958 2.44914 0.29366 -0.01 0.02 -0.22 -0.69
P -4.07437 1.94987 -2.95478 0.54 0.07 0.05 0.44
O -3.14166 3.11493 -2.93068 -0.07 -0.03 0.02 -0.67
C -2.13317 -0.84627 -4.10270 -0.15 0.14 0.01 0.05
I -2.69589 -2.48618 -5.27057 -0.09 -0.19 -0.17 0.01
C -0.89964 -0.38659 -4.25631 0.20 -0.01 0.02 0.34
C 0.17333 -0.86828 -5.18218 0.08 0.02 0.07 -1.64
I -0.36035 1.19971 -3.00007 0.01 0.34 -0.23 0.23
H -4.15829 -3.57860 -0.30938 0.05 0.01 -0.10 0.18
H -3.08764 -3.41073 -1.71196 -0.09 0.03 0.08 0.02
H -3.82895 -4.96431 -1.33141 0.05 0.08 -0.10 0.40
H -4.91690 -3.34625 -3.23393 -0.05 -0.04 0.01 0.12
H -5.86624 -4.43692 -2.25063 0.05 0.08 -0.01 0.43
H -7.15950 -2.66891 -1.83451 0.06 0.08 0.01 0.35
H -5.95902 -2.28029 -0.62113 -0.01 -0.04 -0.08 0.37
H -6.78333 -0.72387 -2.93625 0.11 -0.07 -0.07 0.53
H -5.75949 -0.25415 -1.59128 0.01 -0.06 -0.05 -0.05
H -3.65079 -1.31174 1.32859 0.09 -0.02 0.01 0.40
H -2.03950 -1.96278 1.62040 -0.10 0.01 -0.08 0.51
H -3.13780 0.71409 2.60114 0.19 0.04 -0.08 0.17
H -1.41784 0.28278 2.70698 -0.17 0.20 -0.02 0.31
H -1.76751 -1.26045 4.40285 -0.08 0.01 0.00 0.35
H -3.34396 -1.73969 3.79776 0.10 0.03 0.07 0.32
H -3.85532 1.74104 5.32877 0.18 -0.14 0.53 0.33
H 0.99044 -0.19817 -0.60171 0.09 -0.05 0.14 -0.06
H 0.35003 -1.91528 0.57866 0.04 0.03 0.12 0.08
H -3.47412 2.72780 1.11093 -0.19 -0.22 -0.07 0.22
H -3.00128 3.46077 -0.26787 -0.05 -0.02 0.06 0.21
H 0.08744 1.93165 0.16881 -0.06 0.04 0.07 0.09
H -4.88822 1.88173 -4.10688 -0.10 -0.02 -0.03 0.06
H -5.04407 1.97685 -1.93285 -0.16 -0.10 -0.05 0.03
H -0.05002 -0.54509 -6.20475 -0.03 -0.12 0.07 0.35
H 1.14795 -0.47064 -4.90699 -0.06 -0.01 0.02 0.41
H 0.22338 -1.95944 -5.14787 -0.04 0.10 -0.06 0.46
C 3.25097 -1.05008 1.33081 -0.10 0.21 0.01 -0.41
Si 4.24624 0.56781 1.35632 0.07 -0.23 0.03 -0.02
C 3.61694 1.50041 2.89637 -0.15 0.00 -0.10 -1.01
C 3.55114 1.55307 -0.13059 -0.11 0.01 0.10 -0.61
N 5.86427 0.25909 1.31657 -0.07 0.29 -0.03 -0.06
Si 7.17084 1.27745 1.30809 0.11 -0.15 0.00 0.13
C 7.33544 2.39886 2.84143 0.08 0.04 -0.08 -1.06
C 7.26470 2.46319 -0.18241 0.09 0.03 0.08 -1.06
C 8.78028 0.27515 1.24980 0.05 0.13 0.00 -1.04
H 2.18050 -0.81977 1.34906 -0.01 -0.10 0.08 -0.40
H 3.47112 -1.61998 0.42413 -0.02 -0.03 0.01 0.31
H 3.48716 -1.67105 2.19764 0.02 -0.01 -0.01 0.37
H 2.52351 1.47984 2.98390 0.00 0.00 0.00 0.28
H 3.92152 2.55095 2.87574 0.06 -0.02 0.02 0.31
H 4.03603 1.04330 3.79614 0.01 0.02 0.01 0.27
H 3.92513 1.12593 -1.06445 -0.01 0.02 -0.02 0.26
H 3.85288 2.60362 -0.09065 0.05 -0.02 -0.03 0.41
H 2.45172 1.53541 -0.16880 -0.01 0.00 0.01 -0.13
H 6.57781 3.18863 2.84101 -0.03 -0.05 0.02 0.29
H 8.31584 2.88517 2.89287 0.00 0.00 -0.01 0.34
H 7.20407 1.80388 3.74903 -0.02 0.01 0.01 0.27
H 7.09009 1.90720 -1.10729 -0.02 0.02 -0.01 0.26
H 8.24226 2.95182 -0.25925 0.00 0.00 0.01 0.34
H 6.50939 3.25219 -0.11244 -0.04 -0.05 -0.02 0.29
H 8.79762 -0.34667 0.35094 -0.01 -0.03 0.02 0.25
H 8.83727 -0.38472 2.11945 -0.01 -0.03 -0.02 0.25
H 9.67365 0.90871 1.24351 -0.01 0.00 0.00 0.27
```
Positions in Å, forces in eV/Å.

# C35H45AsGeN2O7Si3V

A molecular structure, C35H45AsGeN2O7Si3V at a distorted geometry (ωB97M-V with the def2-TZVPD basis set, the OMol25 dataset).

## Properties
HOMO level (spin up / spin down)	-8.879 / -8.761	eV
energy relative to the best compared isomer or geometry (same formula, charge and spin)	55.88	kJ/mol
net charge	0
gap between HOMO and LUMO (spin up / spin down)	8.147 / 8.390	eV
spin multiplicity	2

The geometry in XYZ format:
```
95
Properties=species:S:1:pos:R:3:forces:R:3:mulliken_charge:R:1
V 0.03437 -0.64003 0.67585 0.46 -0.36 0.18 -0.27
O 3.30134 -2.67883 1.02582 -0.45 0.03 0.00 -0.65
C 2.23647 -2.19751 1.33635 0.52 -0.22 -0.16 0.16
O 1.22122 -2.09829 0.48241 -0.51 0.80 0.30 -0.40
C 2.02787 -1.73174 2.76933 -0.31 0.10 0.16 0.62
C 3.09478 -1.99409 3.61317 0.22 -0.11 -0.06 -0.71
C 3.04423 -1.69533 4.95759 -0.26 -0.24 -0.13 -0.74
C 1.91104 -1.14413 5.51186 -0.01 -0.02 0.31 -0.38
C 0.82923 -0.89826 4.70184 0.18 -0.03 -0.43 -0.42
C 0.84516 -1.12961 3.29737 0.11 -0.15 0.20 0.79
O -0.19067 -0.78145 2.56840 0.19 0.04 -0.51 0.02
N -0.34496 -0.34022 5.36482 -0.19 0.17 0.12 0.96
O -1.44776 -0.63903 4.95242 0.05 -0.07 -0.05 -0.58
O -0.14320 0.37677 6.32712 -0.04 0.02 -0.03 -0.60
N 4.19562 -1.97914 5.81377 0.47 1.03 -0.13 1.05
O 4.11549 -1.65190 6.98296 -0.13 -0.38 0.06 -0.63
O 5.20616 -2.38988 5.27930 -0.15 -0.36 0.07 -0.62
H 3.97989 -2.44862 3.19051 -0.03 0.00 -0.02 0.71
H 1.86416 -0.91574 6.56748 0.00 0.00 -0.06 0.63
C -5.21414 -2.73006 0.61302 0.05 0.01 0.02 -1.33
Si -3.60462 -2.13236 1.38355 -0.03 -0.09 0.03 0.55
C -3.93506 -0.97670 2.80112 -0.03 0.01 0.01 -0.72
C -2.61931 -3.57661 2.02975 0.01 -0.07 0.01 -1.22
As -2.33541 -0.95016 -0.24115 0.13 0.13 0.09 0.24
Si -3.45487 1.14965 -0.27414 -0.09 -0.12 -0.04 0.59
C -5.28417 0.82856 -0.46067 -0.04 0.01 0.01 -1.09
C -3.04206 1.95650 1.36674 0.06 -0.01 -0.01 -0.93
C -2.92777 2.28797 -1.64318 0.13 0.02 -0.10 -0.95
Si -2.12235 -2.40485 -2.09948 -0.10 -0.04 -0.01 0.36
C -1.26392 -3.90738 -1.40711 0.03 -0.04 0.05 -0.69
C -1.02182 -1.69373 -3.41813 0.02 -0.05 0.00 -0.48
C -3.80861 -2.79913 -2.78788 -0.08 -0.02 0.02 -1.09
H -6.04576 -2.49918 1.28119 -0.04 0.00 0.01 0.40
H -5.19189 -3.81302 0.48007 0.00 -0.02 -0.05 0.39
H -5.42305 -2.27351 -0.35402 -0.02 0.02 0.03 0.32
H -4.41398 -1.55581 3.59582 -0.02 -0.01 0.00 0.43
H -4.60570 -0.15910 2.54112 -0.01 0.07 -0.01 0.27
H -3.01047 -0.57262 3.21129 0.00 0.00 0.01 0.00
H -3.13438 -3.95183 2.91853 0.00 -0.01 0.02 0.42
H -1.61418 -3.27999 2.33421 0.01 0.00 -0.03 0.12
H -2.55314 -4.40246 1.32078 0.01 0.04 0.06 0.46
H -5.67444 0.17382 0.31666 -0.04 -0.05 0.04 0.27
H -5.50809 0.38111 -1.43081 0.00 -0.04 0.00 0.27
H -5.82542 1.77623 -0.40175 -0.01 0.02 0.01 0.39
H -3.95306 2.23167 1.90080 -0.02 -0.01 0.01 0.43
H -2.47758 2.87208 1.18006 0.03 0.01 0.02 0.44
H -2.45000 1.32361 2.02837 0.00 0.03 0.00 -0.01
H -3.16541 1.92659 -2.64546 0.04 -0.03 0.04 0.25
H -1.86500 2.52652 -1.58934 0.02 -0.01 -0.03 0.14
H -3.47535 3.22239 -1.48942 -0.02 0.03 -0.02 0.49
H -0.19979 -3.69066 -1.28749 0.01 -0.03 0.07 0.15
H -1.36029 -4.72474 -2.12710 0.02 -0.01 -0.01 0.46
H -1.64812 -4.25508 -0.44612 0.03 0.07 -0.18 0.02
H -0.14503 -1.20183 -2.99927 0.07 0.02 -0.01 -0.19
H -1.51827 -0.99988 -4.09371 -0.05 0.08 0.03 0.18
H -0.66819 -2.54052 -4.01406 0.01 0.01 -0.04 0.47
H -4.37236 -3.44504 -2.11414 -0.03 0.01 0.00 0.30
H -3.71445 -3.31554 -3.74572 0.03 -0.01 -0.01 0.42
H -4.38485 -1.88718 -2.95267 -0.04 0.00 -0.03 0.29
C 0.48671 1.00727 0.03577 -0.14 -0.18 -0.14 -0.35
Ge 1.85584 1.63485 -1.21392 0.08 0.05 0.20 1.41
C 1.37539 1.69602 -3.10748 0.07 0.01 0.08 -0.31
C 2.38356 2.03807 -4.01354 -0.09 -0.06 -0.05 -0.38
C 2.10633 2.17267 -5.36671 0.03 -0.01 0.06 -0.72
C 0.81476 1.96931 -5.83453 -0.01 0.00 0.02 -0.68
C -0.19173 1.62166 -4.94719 -0.01 -0.01 0.02 -0.81
C 0.09170 1.48382 -3.59367 -0.06 0.01 0.02 0.05
C 3.42450 0.49110 -1.03540 -0.04 0.01 -0.04 -0.16
C 3.67114 -0.51975 -1.96261 0.06 -0.01 0.09 0.02
C 4.75710 -1.37126 -1.80730 -0.01 0.02 -0.01 -0.63
C 5.61061 -1.21835 -0.72577 -0.02 0.02 -0.02 -0.54
C 5.37860 -0.21317 0.20117 -0.02 0.02 0.01 -0.62
C 4.29080 0.63415 0.04823 0.02 -0.02 -0.03 -0.37
C 2.23082 3.46586 -0.62623 0.01 -0.03 0.01 0.07
C 2.28843 4.53532 -1.51811 0.03 -0.02 0.05 -0.34
C 2.53286 5.82593 -1.06564 0.00 -0.01 0.00 -0.69
C 2.72424 6.06531 0.28703 -0.01 -0.02 -0.01 -0.45
C 2.66371 5.01183 1.18873 0.00 -0.04 -0.01 -0.78
C 2.41446 3.72448 0.73367 -0.01 0.05 -0.04 -0.15
H 0.00126 1.83032 0.57801 -0.10 -0.02 0.01 0.68
H 3.39731 2.18990 -3.65956 0.02 0.02 -0.01 0.50
H 2.89795 2.43445 -6.05639 0.01 0.01 -0.01 0.42
H 0.59650 2.07908 -6.88860 -0.01 0.00 -0.02 0.38
H -1.19924 1.45620 -5.30908 -0.01 0.00 -0.01 0.44
H -0.69771 1.19237 -2.90986 0.02 0.05 -0.02 0.55
H 3.01502 -0.64481 -2.81645 -0.02 -0.01 -0.02 0.34
H 4.93114 -2.15860 -2.52928 0.01 -0.01 0.00 0.40
H 6.45043 -1.88817 -0.59835 0.01 -0.01 0.00 0.37
H 6.03973 -0.09396 1.04979 0.02 0.00 0.01 0.44
H 4.12755 1.42150 0.77562 0.00 0.00 0.01 0.27
H 2.13692 4.36576 -2.57719 -0.01 0.00 -0.02 0.31
H 2.57153 6.64470 -1.77248 0.00 0.02 -0.01 0.40
H 2.91588 7.07009 0.63967 0.00 0.02 0.00 0.37
H 2.80678 5.19139 2.24639 0.00 0.01 0.01 0.41
H 2.35105 2.91407 1.45259 0.00 0.00 0.02 0.37
```
Positions in Å, forces in eV/Å.

# C15H8Cl2N5O6Y

A molecular structure, C15H8Cl2N5O6Y at a distorted geometry (ωB97M-V with the def2-TZVPD basis set, the OMol25 dataset).

## Properties
HOMO level	-8.775	eV
net charge	0
gap between HOMO and LUMO	7.583	eV

The geometry in XYZ format:
```
37
Properties=species:S:1:pos:R:3:forces:R:3:nbo_charge:R:1
Y 0.11331 0.42615 -0.69967 0.40 -0.34 0.82 2.12
N 4.07589 -0.58585 -2.67132 0.33 0.01 0.26 -0.32
C 2.77209 -0.42982 -2.84869 -0.38 -0.03 0.05 0.25
N 2.17230 -0.43735 -1.66715 0.60 -0.07 -0.31 -0.58
C 3.21241 -0.56562 -0.79933 0.00 -0.16 0.91 0.29
N 4.39216 -0.66887 -1.35206 -0.19 0.04 -0.59 -0.24
C 2.99892 -0.55572 0.67142 0.25 -0.06 -0.75 0.13
C 3.94998 -1.02501 1.55878 0.12 -0.04 0.38 0.03
N 3.73968 -0.99992 2.87340 -0.03 0.03 -0.22 -0.34
C 2.57459 -0.50740 3.28360 0.02 -0.02 0.09 0.01
C 1.61306 -0.04530 2.39758 0.00 0.04 -0.05 0.03
N 1.83663 -0.07013 1.08792 -0.08 -0.02 0.12 -0.46
H 4.79745 -0.60282 -3.37063 0.09 0.00 -0.03 0.43
H 2.30021 -0.30248 -3.81190 -0.01 0.00 0.06 0.26
H 4.88752 -1.42428 1.19266 0.00 0.00 0.06 0.23
H 2.39159 -0.47986 4.35053 0.04 -0.01 0.00 0.21
H 0.65958 0.35477 2.71938 0.01 -0.01 0.04 0.23
O 1.26359 2.47125 -3.85515 0.10 0.08 -0.17 -0.59
C 0.52370 2.03787 -3.01220 0.11 -0.02 0.86 0.66
O 0.68441 2.15846 -1.69674 0.09 0.74 -1.51 -0.86
C -0.67868 1.09392 -3.40865 -0.36 -0.59 0.78 0.67
O -1.10819 1.05863 -4.52293 -0.07 0.06 -0.24 -0.56
O -1.07531 0.30447 -2.39044 0.02 0.62 -1.70 -0.88
Cl -6.67946 -0.68176 1.90116 0.27 0.03 -0.07 0.01
C -5.03999 -0.19799 1.54827 -0.19 0.09 0.06 -0.08
C -4.70145 1.15429 1.62113 -0.22 0.11 0.05 -0.17
C -3.42289 1.58870 1.36819 -0.37 0.25 0.22 -0.12
Cl -3.10107 3.28577 1.49627 0.19 -0.19 -0.06 0.04
C -2.39441 0.68958 1.02941 0.74 0.18 0.02 0.46
O -1.16477 1.08794 0.83982 -1.15 0.09 0.83 -0.84
C -2.77289 -0.66873 0.92784 -0.07 -0.93 -0.26 -0.29
C -1.88726 -1.73131 0.47599 -0.29 0.47 0.24 0.47
O -0.74358 -1.60711 0.04354 0.04 -0.31 0.05 -0.65
C -4.08361 -1.10536 1.19862 -0.05 0.03 0.04 -0.15
H -5.46115 1.87919 1.88428 0.03 -0.02 -0.01 0.24
H -2.31783 -2.74062 0.52165 0.00 -0.05 0.03 0.15
H -4.32654 -2.15770 1.11541 0.01 0.03 0.00 0.23
```
Positions in Å, forces in eV/Å.

Which value of net charge does entry 1 give? -1